Record 1
Formula: C13H16N2O6
Source: OMol25
Level of theory: the ωB97M-V functional and the def2-TZVPD basis

XYZ file:
```
37
Properties=species:S:1:pos:R:3
O -3.12247 -1.71165 -2.30217
O -1.42540 -3.26074 -1.93731
O 3.75372 -2.77174 0.98800
O -3.88247 -0.43336 2.23261
O -1.65894 0.23319 2.45394
O -2.24588 2.44875 0.03623
N -1.14681 0.33000 -0.12738
N 0.16516 3.57967 -1.67827
C -1.30989 1.76917 -0.15538
C -2.59552 -0.23199 1.86680
C -2.16655 -2.19198 -1.55977
C 0.10752 2.36944 -0.70155
C 1.90540 0.87439 0.13124
C 1.35246 2.30756 0.15613
C 2.91101 0.47527 -0.67127
C 3.22953 -1.49882 0.54043
C 3.63490 -0.66768 -0.45078
C -2.11257 -2.03953 -0.06365
C -2.27447 -0.49526 0.32170
C 1.95219 -1.27551 1.16574
C 1.43093 0.05363 1.23884
H 1.16430 -2.24873 1.56616
H -0.72193 3.69342 -2.28051
H 3.29672 1.02123 -1.48841
H -3.25151 -0.36517 -0.18729
H -3.09488 -2.27418 0.26187
H -1.23554 -2.52352 0.54223
H 0.20109 4.80781 -0.86565
H 0.48581 0.31376 1.70797
H -0.10813 0.07022 0.17782
H 0.25601 1.59191 -1.61042
H 1.03003 2.81540 1.04211
H -1.78271 -3.44772 -2.80804
H -4.16938 -0.33235 3.23405
H 4.94296 -3.22649 0.67776
H 2.06133 3.01752 -0.19657
H 4.42401 -0.77591 -1.25722
```

Summary:
LUMO level ... -0.1 eV
Charge ... 0
Energy above the lowest of the compared OMol25 structures with the same formula, charge and spin ... 9.8262 eV

Record 2
Formula: C4H9OS
Source: OMol25
Level of theory: the ωB97M-V functional and the def2-TZVPD basis

XYZ file:
```
15
Properties=species:S:1:pos:R:3
S 0.24540 -1.62759 1.59566
O 1.48202 -1.29118 -0.97045
C 0.46053 0.86194 -0.70531
C 0.50725 2.06690 -1.38733
C 0.40650 -0.46807 -1.40666
C -1.23193 -0.83269 2.24802
H -0.60625 -0.93328 -1.07875
H 0.47463 0.79952 0.37679
H 0.66028 2.19066 -2.45735
H -1.81925 -0.28955 1.48005
H 1.20342 -1.53054 -0.03109
H 0.47541 3.03676 -0.83848
H -1.92930 -1.58007 2.67910
H -0.98205 -0.08638 3.00056
H 0.65334 -0.31642 -2.50474
```

Summary:
LUMO level ... 3.9 eV
Charge ... -1
Energy above the lowest of the compared OMol25 structures with the same formula, charge and spin ... 1.2196 eV

Record 3
Formula: C16H46CaLiNO10
Source: OMol25
Level of theory: the ωB97M-V functional and the def2-TZVPD basis

XYZ file:
```
75
Properties=species:S:1:pos:R:3
Ca 12.58128 9.64967 9.80261
O 13.10837 6.67086 10.73202
O 5.32503 12.40146 11.52112
O 14.02771 10.18835 11.48902
O 5.85846 8.80662 8.81892
O 4.96535 11.37166 8.31844
O 12.09275 7.84834 8.28724
O 10.73582 11.17533 9.46868
O 10.22414 9.31918 10.40955
O 8.62607 10.66008 9.79623
O 13.60159 11.42638 8.79586
N 9.80376 10.35830 9.89334
C 6.57760 13.20697 11.70731
C 5.01432 12.71002 7.79262
C 6.34213 14.60343 12.26803
C 13.76663 10.91037 12.86198
C 11.71485 7.40372 5.90551
C 12.42834 5.41255 10.85678
C 6.44739 13.25605 7.64932
C 5.04108 7.71546 9.29832
C 5.88412 6.54079 9.76420
C 12.86408 11.14514 6.67604
C 13.02527 12.20301 7.71933
C 13.81293 13.38614 7.20320
C 12.30692 11.35421 12.99590
C 10.31110 6.21546 7.53986
C 7.48319 12.35565 12.57208
C 11.12142 7.48858 7.28469
Li 5.38794 10.53027 9.96790
H 12.58437 6.77054 5.82486
H 4.83250 10.70865 7.63223
H 7.67897 11.41874 12.11262
H 9.58107 6.08048 6.77538
H 6.78426 6.53165 9.12949
H 6.35638 8.40042 8.11635
H 12.43524 11.61935 5.74714
H 6.26638 14.54948 13.33848
H 7.12020 15.30912 11.94859
H 12.05578 11.37302 14.02097
H 11.64672 10.61810 12.51027
H 14.90171 9.89525 11.59278
H 4.42066 12.76637 6.87617
H 4.72251 12.58415 12.27672
H 12.82944 4.75980 10.09179
H 5.48293 5.56189 9.49038
H 5.36869 14.94754 11.86036
H 6.99432 13.33078 8.54785
H 13.69148 14.36805 7.69778
H 14.03836 6.39084 10.77845
H 7.00016 12.63916 6.96599
H 12.14324 10.36062 6.98143
H 12.54626 5.01240 11.85388
H 7.01970 13.39725 10.71493
H 11.38166 5.66311 10.63451
H 13.98894 10.17841 13.61492
H 4.38682 7.47139 8.48554
H 9.64197 6.33632 8.40211
H 7.09397 12.20301 13.55967
H 10.52665 8.47048 7.22622
H 4.46400 13.31504 8.55228
H 10.83022 7.20255 5.24585
H 13.82503 10.66063 6.41710
H 8.51659 12.77356 12.65594
H 12.07527 8.33468 5.48656
H 4.35754 8.08756 9.99969
H 12.75684 7.12684 8.22010
H 14.10510 12.09009 9.32912
H 12.01710 12.50390 8.01281
H 6.25184 6.57423 10.76806
H 12.17427 12.30909 12.59053
H 6.39876 14.29147 7.20760
H 13.52544 13.60023 6.15380
H 10.96571 5.29982 7.65406
H 14.87478 13.16000 7.12101
H 14.45978 11.68737 12.90088
```

Summary:
LUMO level ... -4.7 eV
Charge ... +2

Record 4
Formula: C4HMnO2
Source: OMol25
Level of theory: the ωB97M-V functional and the def2-TZVPD basis

XYZ file:
```
8
Properties=species:S:1:pos:R:3
Mn 3.22602 -0.35510 0.83773
O -2.72225 0.31237 0.41545
O 1.97496 0.81751 0.00425
C -0.42266 0.40000 -0.55174
C 1.81574 -0.93793 -0.59864
C -1.50983 0.27035 -0.00433
C 0.87972 -0.04403 -0.25785
H -3.24169 -0.46317 0.15513
```

Summary:
LUMO level (alpha / beta) ... -6.4 / -6.5 eV
Expectation value of S² ... 8.772
Multiplicity ... 6
Charge ... +1

Record 5
Formula: C5H6O
Source: OMol25
Level of theory: the ωB97M-V functional and the def2-TZVPD basis

XYZ file:
```
12
Properties=species:S:1:pos:R:3
O -0.32352 2.38777 -1.08237
C -0.65641 -0.74405 -1.00443
C 0.70295 1.06514 0.76450
C -0.08538 -1.22547 0.28941
C 0.54319 -0.35731 1.08928
C 0.14769 1.73571 -0.23540
H -1.56715 -0.15125 -0.84489
H 0.08006 -0.08670 -1.47828
H -0.89460 -1.52579 -1.72273
H 1.33828 1.69854 1.37004
H 0.99376 -0.68012 2.02548
H -0.16139 -2.27605 0.55170
```

Summary:
LUMO level ... 0.9 eV
Structure (SMILES) ... C/C=C\C=C=O
Charge ... 0
Energy above the lowest of the compared OMol25 structures with the same formula, charge and spin ... 1.1511 eV

Record 6
Formula: C52H57BrF5NO12P2
Source: OMol25
Level of theory: the ωB97M-V functional and the def2-TZVPD basis

XYZ file:
```
130
Properties=species:S:1:pos:R:3
Br -0.00686 -5.31068 -4.23654
P 0.14218 2.69150 -3.49113
P -5.07967 -4.12549 -2.93289
F -3.10590 0.89992 -0.75853
F -3.91549 0.44212 1.22377
F -1.82745 -0.03568 0.81829
F -2.49277 -2.34441 0.30670
F -4.61059 -1.81713 0.65314
O 0.76128 -1.08639 -1.73509
O -0.48345 0.08860 -4.34073
O -2.37208 -1.65918 -2.17601
O -4.82752 -3.74391 -4.34736
O -4.86809 -5.79779 -2.86240
O 1.09770 3.31665 -2.20690
O 1.19059 3.69794 8.12168
O 2.99935 0.00944 4.71376
O -6.70197 -3.92255 -2.57771
O 10.39799 -1.85477 2.90339
O 7.66089 2.51417 4.28537
O -1.15788 1.54201 -6.78374
N -8.69964 1.44543 -3.40811
C 5.01278 0.49779 8.34380
C 8.29395 -0.89917 3.32779
C 11.87657 0.41956 3.57725
C 10.44725 2.71555 4.23565
C 5.52218 -1.00197 3.55481
C -1.63277 3.22392 -3.22839
C 10.48485 0.38899 3.59451
C 1.62086 2.87902 7.33291
C 1.88036 -1.10222 -0.84586
C -0.12262 3.47507 5.66424
C 8.28615 1.51054 3.99999
C -1.84604 -0.09769 -3.96926
C 7.58014 0.23665 3.71584
C -6.22189 -0.98820 -1.68452
C 3.46992 2.26851 8.87770
C -1.03449 -2.54376 -4.13898
C 6.19439 0.17880 3.83381
C 6.23243 -2.12813 3.14445
C 0.21273 0.22994 -1.90890
C 1.40362 -1.31242 0.65280
C -8.80752 1.23872 -4.78459
C -3.69471 -1.84752 -1.67740
C -7.40452 -0.64318 -2.69947
C -9.84721 2.14776 -5.24839
C 2.60387 0.86987 5.48040
C 9.76901 1.53708 3.93669
C -9.59313 2.43085 -3.00641
C 2.80997 2.05723 7.67116
C -1.86794 0.30349 -6.58325
C 3.26634 1.07390 6.79149
C 0.86351 1.59508 3.86436
C -3.92812 -3.43405 -1.67057
C -4.81296 -1.02266 -2.39115
C -2.21345 -1.62410 -3.59664
C -3.07080 -0.02609 0.22522
C 4.57234 1.49443 9.21028
C -1.52714 -4.05056 -4.38749
C 0.30985 0.78124 -3.37931
C -3.52653 -1.49707 -0.12247
C 7.61468 -2.07785 3.03165
C 11.83383 2.74249 4.21173
C 1.45804 1.73638 5.11448
C 0.97140 2.68766 6.01209
C -0.21810 2.39081 3.51572
C -2.71595 0.35197 -5.24507
C -0.71605 3.32622 4.41869
C -7.81770 0.86177 -2.39238
C 4.36250 0.28765 7.13687
C -2.00188 -4.13425 -5.90965
C 9.77536 -0.86738 3.24482
C 12.54897 1.59214 3.88956
C -10.38589 2.95363 -4.11235
H -4.99628 -1.40849 -3.43768
H 1.65638 -0.43518 1.30773
H 2.57010 -0.23109 -0.99450
H -6.18122 -0.14324 -0.93132
H -2.20738 0.54359 -3.12793
H -8.27002 -1.34216 -2.59347
H 0.29839 -1.49635 0.65728
H -0.51025 4.20754 6.36223
H 8.16319 -2.95792 2.71735
H 9.89479 3.61185 4.49154
H -8.19078 0.52330 -5.36311
H -3.66470 -0.23030 -5.35024
H -2.59894 0.22882 -7.44316
H 5.08917 1.66573 10.14737
H -2.68232 -5.02856 -5.97984
H 2.47720 -2.02131 -1.11699
H -1.14763 -4.26179 -6.61645
H -3.01113 1.43725 -5.14676
H -1.56567 3.94240 4.14824
H 13.63264 1.61212 3.88042
H -0.18348 -2.61846 -3.42013
H -3.08727 -1.90645 -4.23105
H 1.24478 0.86664 3.15911
H -6.84123 1.43643 -2.42766
H -2.91890 -3.92233 -1.79700
H -0.82363 0.22755 -1.49541
H 5.86862 -0.11204 8.60911
H -2.19986 2.62078 -2.47476
H -4.03324 -5.99103 -2.39221
H -4.52993 0.05646 -2.57065
H -11.15226 3.74971 -4.09489
H 4.71241 -0.48579 6.46312
H -2.42030 -4.32808 -3.78888
H -1.20961 -0.59944 -6.65314
H -0.67674 2.28190 2.53946
H -0.70176 -2.22048 -5.16361
H 1.90561 2.78216 -2.11305
H -6.45062 -1.89678 -1.06283
H -9.74614 2.83621 -1.98438
H 3.12770 3.03962 9.55757
H 4.44457 -1.04482 3.65487
H -2.12029 3.24942 -4.23455
H -4.27953 -3.82272 -0.66690
H 12.36017 3.65994 4.44859
H 0.80916 0.93743 -1.25545
H -1.58901 4.27354 -2.81237
H -6.98826 -0.67818 -3.74391
H 1.86694 -2.26682 1.03324
H -6.75794 -4.19652 -1.63501
H -10.16951 2.24460 -6.31184
H 5.63724 1.05399 4.14774
H 1.38528 0.60452 -3.68640
H 12.43793 -0.47202 3.32409
H -0.89114 1.62559 -7.71197
H -8.21544 0.96298 -1.34524
H -2.64653 -3.25195 -6.18937
H 5.70561 -3.04806 2.91787
```

Summary:
LUMO level ... -1.1 eV
Structure (SMILES) ... CCOC[C@@H](O[C@@H](CCO)[C@@H](C[C@@H](C)Br)O[C@@](CCCCn1cccc1)(CP(=O)(O)O)C(F)(F)C(F)(F)F)P(C)O.O=C1c2ccccc2C(=O)c2ccccc21.O=C1c2ccccc2C(=O)c2ccccc21
Charge ... 0